Record 1
Entry from OMol25: a molecular structure, C19H47ClO3P2SSc (wB97M-V/def2-TZVPD).

Each line ends with the Löwdin charge.
Atoms and positions in Å:
Sc -0.025 0.324 1.751  0.083
P 0.088 0.825 3.974  0.924
C 0.818 2.511 4.366  -0.519
C -1.470 0.705 4.986  -0.545
C 1.349 -0.373 4.659  -0.524
C 0.482 3.573 3.327  -0.156
H 1.892 2.317 4.304  0.101
C 0.504 3.025 5.767  -0.126
H -0.538 3.323 5.860  0.069
H 1.108 3.910 5.966  0.074
H 0.718 2.306 6.552  0.048
H 0.848 3.307 2.342  0.027
H 0.947 4.517 3.614  0.070
H -0.589 3.745 3.252  0.062
H 2.279 0.035 4.258  0.100
C 1.170 -1.758 4.045  -0.114
C 1.464 -0.419 6.175  -0.108
H 1.763 0.538 6.594  0.057
H 2.226 -1.144 6.458  0.074
H 0.537 -0.724 6.654  0.066
H 1.227 -1.726 2.956  0.038
H 0.224 -2.218 4.313  0.067
H 1.970 -2.415 4.386  0.087
C -2.531 1.646 4.430  -0.120
H -1.170 1.059 5.974  0.084
C -2.003 -0.711 5.126  -0.133
H -2.190 2.677 4.372  0.054
H -3.406 1.627 5.079  0.077
H -2.842 1.334 3.437  0.036
H -2.221 -1.152 4.159  0.009
H -2.933 -0.682 5.695  0.077
H -1.319 -1.363 5.661  0.050
Cl -2.185 -0.647 1.632  0.051
H -0.483 1.750 1.417  -0.091
H 1.384 1.066 1.933  -0.076
P 0.100 -0.152 -4.273  1.116
C 1.784 -0.855 -4.788  -0.550
C -1.131 -1.117 -5.311  -0.585
C 0.176 1.568 -5.053  -0.571
C 2.284 -1.812 -3.711  -0.144
H 2.429 0.027 -4.761  0.090
C 1.909 -1.479 -6.171  -0.132
H 1.325 -2.393 -6.258  0.062
H 2.948 -1.746 -6.368  0.071
H 1.590 -0.810 -6.965  0.045
H 2.267 -1.348 -2.727  0.059
H 3.308 -2.129 -3.921  0.071
H 1.671 -2.711 -3.656  0.056
H 1.177 1.899 -4.760  0.090
C -0.813 2.502 -4.363  -0.145
C 0.079 1.670 -6.567  -0.126
H 0.859 1.107 -7.070  0.050
H 0.175 2.711 -6.883  0.069
H -0.880 1.312 -6.938  0.061
H -0.706 2.463 -3.280  0.069
H -1.845 2.250 -4.598  0.055
H -0.650 3.533 -4.683  0.067
C -1.191 -2.550 -4.794  -0.131
H -0.807 -1.129 -6.353  0.089
C -2.514 -0.484 -5.233  -0.138
H -0.239 -3.068 -4.876  0.051
H -1.927 -3.126 -5.359  0.070
H -1.487 -2.570 -3.745  0.076
H -2.829 -0.355 -4.197  0.081
H -3.249 -1.125 -5.723  0.070
H -2.557 0.487 -5.718  0.044
C -0.229 -3.323 1.108  -0.193
S 0.540 -2.108 -0.008  0.611
O 2.072 -2.069 0.099  -0.418
O 0.384 -2.645 -1.436  -0.436
O 0.022 -0.470 -0.154  -0.571
H -1.065 -3.834 0.589  0.073
H -0.605 -2.836 2.025  -0.006
H 0.531 -4.076 1.404  0.075

Summary:
Total charge: -1
Spin multiplicity: 1
HOMO level (eV): -5.092
Orbital gap (Eh): 0.282

Record 2
Entry from OMol25: 5 unconnected molecules or ions with the total composition C19H48N2O5 (wB97M-V/def2-TZVPD).

Each line ends with the Löwdin charge.
Atoms and positions in Å:
C 3.278 1.188 0.780  -0.077
C 3.185 -0.255 1.386  -0.333
O 2.740 -1.235 0.547  -0.116
H 3.740 1.071 -0.200  0.065
H 3.987 1.776 1.363  0.056
H 2.348 1.748 0.680  0.054
H 2.448 -0.283 2.188  0.093
H 4.085 -0.645 1.862  0.113
H 1.974 -0.902 0.073  0.054
C -0.670 -2.092 -1.730  -0.129
C -0.568 -0.616 -1.285  -0.366
O 0.153 -0.576 -0.061  -0.154
H -1.135 -2.858 -1.110  0.055
H 0.359 -2.421 -1.876  0.057
H -1.126 -2.246 -2.708  0.034
H -1.591 -0.263 -1.154  0.068
H -0.160 0.030 -2.062  0.099
H -0.481 -0.455 0.650  0.037
C 2.051 -4.456 0.588  -0.110
C 3.516 -4.679 0.993  -0.290
O 4.187 -3.542 0.483  -0.137
H 1.422 -5.298 0.878  0.058
H 1.866 -4.361 -0.482  0.066
H 1.564 -3.550 0.949  0.057
H 4.125 -5.463 0.543  0.111
H 3.602 -4.437 2.052  0.103
H 3.659 -2.755 0.637  0.011
C -0.120 4.332 5.869  -0.068
C -0.430 3.248 4.764  -0.446
C 0.292 1.980 5.319  -0.127
C -0.189 0.635 4.652  -0.223
C -1.657 0.574 4.615  -0.223
C -2.490 1.777 4.161  -0.415
N -1.855 3.073 4.638  -0.167
O -2.524 4.085 4.109  -0.015
C -2.744 1.705 2.574  -0.083
C -3.906 1.707 4.870  -0.065
C 0.372 3.776 3.472  -0.035
H -0.816 4.179 6.694  0.067
H -0.226 5.403 5.694  0.068
H 0.805 4.169 6.423  0.069
H 1.375 1.951 5.202  0.109
H 0.055 1.759 6.359  0.107
H 0.206 -0.231 5.183  0.102
H 0.191 0.541 3.635  0.086
H -1.859 0.371 5.667  0.106
H -1.965 -0.318 4.070  0.091
H -3.454 0.965 2.204  0.035
H -3.125 2.672 2.245  0.052
H -1.789 1.457 2.110  0.039
H -4.289 0.693 4.753  0.067
H -3.701 1.750 5.940  0.067
H -4.613 2.447 4.494  0.069
H 1.439 3.882 3.670  0.068
H -0.091 4.691 3.104  0.063
H 0.339 3.096 2.620  0.053
H -2.841 4.536 4.895  0.111
C 0.109 0.244 -9.142  -0.107
C -0.013 -1.203 -9.130  -0.447
C -0.778 -1.896 -7.912  -0.162
O -0.101 -1.658 -6.625  -0.179
C -0.772 -2.377 -5.619  -0.148
N -0.726 -1.518 -10.386  0.032
H 0.544 0.661 -8.233  0.084
H -0.847 0.767 -9.102  0.082
H 0.680 0.710 -9.945  0.085
H 0.974 -1.653 -9.025  0.136
H -0.929 -2.910 -8.284  0.110
H -1.738 -1.382 -7.869  0.117
H -0.027 -2.452 -4.827  0.082
H -0.975 -3.398 -5.942  0.080
H -1.701 -1.926 -5.269  0.083
H -1.125 -2.444 -10.331  0.055
H -1.518 -0.893 -10.349  0.059

Summary:
Total charge: -1
Spin multiplicity: 2
HOMO level (alpha / beta) (eV): 0.570 / -5.726
Orbital gap (alpha / beta) (Eh): 0.069 / 0.300

Electronic energy (hartree)
-3279.617887, -1238.208304
Maximum force (eV/Å)
9.95, 5.17